[1]
Formula: C37H55As3BN3O2SeZr
Source: OMol25
Level of theory: the ωB97M-V functional and the def2-TZVPD basis

XYZ file:
```
103
Properties=species:S:1:pos:R:3:forces:R:3
Zr -1.0793 -0.2075 -0.0190 -0.5 0.5 -0.7
O -2.8037 -1.2153 0.3537 0.3 0.1 0.1
C -3.6304 -0.8926 1.3473 -0.1 -0.1 -0.1
C -4.1242 -1.8945 2.1881 0.0 0.0 0.0
C -4.9493 -1.5730 3.2444 0.0 0.0 0.0
C -5.3503 -0.2541 3.4733 0.0 0.0 0.0
C -4.9125 0.7334 2.6226 0.0 0.0 0.0
C -4.0382 0.4388 1.5676 -0.1 0.0 0.0
C -3.6940 1.4763 0.6207 -0.1 -0.1 -0.1
N -2.7594 1.3563 -0.2440 0.1 0.0 0.4
C -2.6244 2.3119 -1.3254 0.0 0.0 0.0
C -2.5904 1.5105 -2.6303 0.0 0.0 0.0
N -2.0252 0.1942 -2.3470 0.0 0.0 0.3
C -2.5321 -0.8010 -2.9672 0.1 0.0 -0.1
C -2.1255 -2.1865 -2.8501 0.0 0.0 0.0
C -2.7777 -3.1503 -3.6254 0.0 -0.1 0.0
C -2.3954 -4.4740 -3.5804 0.0 0.0 0.0
C -1.3357 -4.8444 -2.7521 0.0 0.0 0.0
C -0.6734 -3.9122 -1.9773 0.0 0.0 0.0
C -1.0702 -2.5731 -2.0064 0.0 0.1 -0.1
O -0.4351 -1.6759 -1.2678 0.0 -0.1 0.5
H -3.8081 -2.9129 2.0071 0.0 0.0 0.0
H -5.2855 -2.3580 3.9094 0.0 0.0 0.0
H -5.9973 -0.0156 4.3059 0.0 0.0 0.0
H -5.2193 1.7637 2.7673 0.0 0.0 0.0
H -4.3187 2.3730 0.6156 0.0 0.0 0.0
H -1.6835 2.8382 -1.1886 0.0 0.0 0.0
H -3.4413 3.0379 -1.3239 0.0 0.0 0.0
H -1.9561 2.0222 -3.3579 0.0 0.0 0.0
H -3.5914 1.4156 -3.0628 0.0 0.0 0.0
H -3.3503 -0.6208 -3.6731 0.0 0.0 0.0
H -3.5938 -2.8399 -4.2686 0.0 0.0 0.0
H -2.9078 -5.2144 -4.1785 0.0 0.0 0.0
H -1.0268 -5.8815 -2.7099 0.0 0.0 0.0
H 0.1405 -4.1930 -1.3212 0.0 0.0 0.0
C 3.1551 1.5225 -0.6815 0.0 0.0 0.0
As 1.7504 0.2289 -1.0802 0.1 -0.1 -0.1
C 1.1938 0.9924 -2.7952 0.0 0.0 0.0
C 2.7006 -1.3233 -1.8354 0.0 0.0 0.0
C 3.9050 -1.9658 -1.1127 0.0 0.0 0.0
C 3.9946 -3.4239 -1.5751 0.0 0.0 0.0
C 3.7828 -1.9356 0.4167 0.0 0.1 0.0
As 2.2148 -2.8304 1.2246 -0.1 0.0 0.0
C 3.0477 -4.5673 1.6716 0.0 0.0 0.0
C 2.4628 -1.9883 2.9733 0.0 0.0 0.0
C 5.2087 -1.2272 -1.4754 0.0 0.0 0.0
As 5.8534 -1.3071 -3.3473 0.0 0.0 0.0
C 5.0937 0.3622 -4.0652 0.0 0.0 0.0
C 7.6051 -0.5308 -2.9236 0.0 0.0 0.0
H 3.8389 1.5906 -1.5263 0.0 0.0 0.0
H 3.7030 1.2471 0.2170 0.0 0.0 0.0
H 2.6789 2.4861 -0.5122 0.0 0.0 0.0
H 2.0719 1.1800 -3.4142 0.0 0.0 0.0
H 0.6717 1.9312 -2.6082 0.0 0.0 0.0
H 0.5246 0.2979 -3.3006 0.0 0.0 0.0
H 3.0133 -1.0127 -2.8338 0.0 -0.1 -0.1
H 1.9003 -2.0541 -1.9688 0.0 0.0 0.1
H 3.1193 -3.9865 -1.2411 0.0 0.0 0.0
H 4.8874 -3.9080 -1.1703 0.0 0.0 0.0
H 4.0395 -3.4947 -2.6629 0.0 0.0 0.0
H 3.7517 -0.9002 0.7692 0.0 0.0 0.0
H 4.6780 -2.3834 0.8594 0.0 0.0 0.0
H 3.9959 -4.6920 1.1509 0.0 0.0 0.0
H 2.3848 -5.3853 1.3936 0.0 0.0 0.0
H 3.2269 -4.6167 2.7452 0.0 0.0 0.0
H 3.5095 -2.0473 3.2755 0.0 0.0 0.0
H 1.8398 -2.4885 3.7128 0.0 0.0 0.0
H 2.1526 -0.9446 2.9219 0.0 0.0 0.0
H 6.0250 -1.6741 -0.8986 0.0 0.0 0.0
H 5.1548 -0.1778 -1.1764 0.0 0.0 0.0
H 4.0866 0.2074 -4.4493 0.0 0.0 0.0
H 5.7240 0.6823 -4.8954 0.0 0.0 0.0
H 5.0824 1.1508 -3.3115 0.0 0.0 0.0
H 8.1865 -1.2410 -2.3369 0.0 0.0 0.0
H 7.4955 0.3956 -2.3583 0.0 0.0 0.0
H 8.1431 -0.3257 -3.8482 0.0 0.0 0.0
C -4.5841 5.8983 2.7583 0.0 0.0 0.0
C -3.4240 5.0384 2.3358 0.0 0.0 0.0
C -3.0310 3.9364 3.0780 0.0 0.0 0.0
C -1.9670 3.1205 2.6955 0.0 0.0 0.1
C -1.5766 1.9963 3.6156 0.0 0.0 0.0
C -1.2894 3.3999 1.4998 -0.1 0.1 -0.1
Se 0.0620 2.1880 0.8439 0.1 -0.1 -0.1
C -1.6079 4.5701 0.7838 0.0 0.0 0.1
C -0.8147 5.0815 -0.3966 0.0 0.0 0.0
C -2.6776 5.3521 1.2072 0.0 0.0 0.0
H -4.9960 5.5637 3.7097 0.0 0.0 0.0
H -5.3855 5.8718 2.0170 0.0 0.0 0.0
H -4.2804 6.9405 2.8699 0.0 0.0 0.0
H -3.5477 3.7065 4.0047 0.0 0.0 0.0
H -1.7528 2.2861 4.6519 0.0 0.0 0.0
H -0.5290 1.7266 3.5006 0.0 0.0 0.0
H -2.1691 1.0970 3.4293 0.0 0.0 0.0
H 0.1170 4.5369 -0.5281 0.0 0.0 0.0
H -0.5790 6.1358 -0.2447 0.0 0.0 0.0
H -1.3830 5.0166 -1.3273 0.0 0.0 0.0
H -2.9172 6.2507 0.6455 0.0 0.0 0.0
B -0.9732 -1.7399 4.6063 0.1 0.0 0.0
C -0.8241 -1.2147 3.1392 0.0 0.0 0.0
N -0.7344 -0.8158 2.0542 0.2 -0.2 -0.1
H -0.8973 -2.9483 4.5420 0.0 0.0 0.0
H -0.0665 -1.2518 5.2431 0.0 0.0 0.0
H -2.0595 -1.3676 4.9921 0.0 0.0 0.0
```
Forces are in eV/Å.

Summary:
**Frontier orbital gap**: 7.50 eV
**Max |F|**: 0.0193 Eh/bohr


[2]
Formula: C5H11N3
Source: OMol25
Level of theory: the ωB97M-V functional and the def2-TZVPD basis

XYZ file:
```
19
Properties=species:S:1:pos:R:3:forces:R:3
C 1.5883 1.4505 1.0752 0.4 0.2 2.7
C 0.8032 0.1448 1.4988 -1.3 2.5 3.5
C -1.4427 -0.0729 -1.0044 -4.8 2.0 -0.3
C -0.9386 -1.4317 -1.3994 -1.1 -2.6 1.2
C -1.4884 -2.6351 -0.9661 0.5 3.1 0.6
H 3.0751 0.7454 -0.4767 -3.8 2.4 1.5
H 2.3649 2.4098 -0.5676 -0.6 -2.9 0.8
H 2.3633 1.6421 1.8724 -0.3 -0.7 -0.6
H 1.0605 2.4645 1.1815 -0.4 -1.7 -0.3
H 1.0408 0.0063 2.6602 -0.6 -0.9 -2.7
H 0.1060 0.9694 -0.4006 0.6 0.9 -0.1
H -2.5543 0.0307 -0.5958 1.9 -1.5 -0.8
H -1.6784 0.5913 -1.9934 1.5 -1.2 2.3
H -0.0298 -1.3931 -1.9498 0.4 -0.2 -1.1
H -2.1081 -2.3432 -0.0460 0.1 -1.5 -1.6
H -1.2641 -3.6936 -1.3192 -0.1 1.8 0.7
N 2.0965 1.3912 -0.2339 4.6 0.9 -4.3
N -0.4346 -0.0901 1.0861 3.3 -0.7 2.3
N -0.7342 0.6755 0.0634 -0.3 0.1 -3.9
```
Forces are in eV/Å.

Summary:
**Frontier orbital gap**: 9.33 eV
**Structure (SMILES)**: C=CCN/N=C\CN
**Max |F|**: 0.1239 Eh/bohr


[3]
Formula: CHFINO2
Source: OMol25
Level of theory: the ωB97M-V functional and the def2-TZVPD basis

XYZ file:
```
7
Properties=species:S:1:pos:R:3:forces:R:3
C 0.5156 0.4099 0.2056 -1.1 -0.1 0.1
N -0.1927 -0.8926 2.7484 0.1 -0.4 -1.0
O -0.3046 0.1485 3.3203 -0.2 -2.1 1.2
O -0.1977 -2.0713 2.9965 -0.1 1.6 0.5
F 1.6845 -0.1877 0.3185 0.4 -0.2 -0.2
I 0.1141 2.0220 1.3522 0.3 1.0 -1.0
H -0.2165 0.0165 -0.5104 0.6 0.1 0.3
```
Forces are in eV/Å.

Summary:
**Frontier orbital gap (spin up / spin down)**: 9.96 / 6.46 eV
**Max |F|**: 0.0476 Eh/bohr


[4]
Formula: C17H10BCl5CrF4N3O3S2
Source: OMol25
Level of theory: the ωB97M-V functional and the def2-TZVPD basis

XYZ file:
```
46
Properties=species:S:1:pos:R:3:forces:R:3
Cr -0.3117 0.0559 0.0508 -0.6 0.1 -0.4
Cl -2.0587 -0.1778 2.9154 0.1 0.0 -0.1
C -0.3286 -0.0475 3.1204 0.0 0.0 -0.2
C 0.4612 0.0752 1.9766 0.6 0.4 0.7
C 1.8204 0.2847 2.2384 -0.3 -0.1 0.0
Cl 2.8891 0.5950 0.8898 -0.2 -0.1 0.0
C 2.3740 0.2848 3.5176 0.1 0.0 -0.1
Cl 4.0814 0.4805 3.7456 -0.1 0.0 0.1
C 1.5421 0.1146 4.6172 0.1 0.0 0.1
Cl 2.2007 0.0941 6.2174 0.0 0.0 -0.1
C 0.1745 -0.0339 4.4162 -0.1 0.0 0.1
Cl -0.8803 -0.2055 5.7790 0.1 0.0 0.0
O 1.3521 -0.5906 -1.7353 0.3 0.1 0.1
C 0.4177 -0.3547 -2.4952 -0.3 -0.2 -0.1
N -0.8353 -0.1383 -2.0291 0.0 -0.1 -0.5
S -1.9283 -0.1701 -3.2240 0.2 0.0 0.0
O -2.8625 0.9072 -3.2065 0.1 0.1 0.0
O -2.4839 -1.5123 -3.3476 -0.2 0.1 0.0
C -0.7286 -0.0480 -4.5369 -0.2 -0.1 -0.1
C -0.9134 0.1172 -5.8946 -0.2 0.0 0.1
C 0.2118 0.0237 -6.7053 0.0 0.0 0.0
C 1.4664 -0.2300 -6.1586 0.1 0.0 0.0
C 1.6273 -0.3889 -4.7849 0.4 0.0 -0.2
C 0.5101 -0.2925 -3.9886 -0.1 0.2 0.2
H -1.8974 0.3148 -6.3055 0.1 0.0 0.0
H 0.1096 0.1457 -7.7764 0.0 0.0 0.0
H 2.3298 -0.2833 -6.8131 -0.1 0.0 0.1
H 2.5996 -0.5689 -4.3371 -0.1 0.0 -0.1
C 1.7498 -3.3840 0.4444 -0.1 -0.1 -0.2
N 0.8871 -3.5338 -0.7230 0.3 0.0 0.2
C 1.2616 -4.0598 -1.9534 0.2 0.1 0.4
C 0.2375 -3.8549 -2.7993 -0.4 0.2 0.0
N -0.7493 -3.2145 -2.0692 0.3 -0.3 0.0
C -0.3496 -2.9954 -0.8059 0.1 -0.3 -0.1
S -1.2483 -2.2501 0.4408 0.2 -0.1 -0.1
H 2.6082 -4.0423 0.3304 0.0 0.0 0.0
H 1.1950 -3.6408 1.3400 -0.1 0.0 0.1
H 2.0841 -2.3537 0.5282 0.0 0.2 0.0
H 2.2269 -4.5130 -2.1137 -0.1 0.0 0.1
H 0.1182 -4.1123 -3.8413 0.0 0.1 0.2
H -1.5710 -2.7563 -2.4434 -0.4 0.1 -0.3
F 0.1054 2.2669 -0.8757 -0.1 -0.1 0.5
B -0.8939 2.7732 0.0406 0.0 0.3 0.2
F -1.9495 1.7881 -0.0113 0.5 0.3 0.2
F -1.3281 4.0412 -0.3238 0.1 -0.7 0.1
F -0.3312 2.7482 1.3355 -0.3 0.2 -0.6
```
Forces are in eV/Å.

Summary:
**2S+1**: 5
**<S²>**: 6.020
**Frontier orbital gap (spin up / spin down)**: 7.65 / 8.34 eV
**Net charge**: -1
**Max |F|**: 0.0199 Eh/bohr


[5]
Formula: C4H10NO3
Source: OMol25
Level of theory: the ωB97M-V functional and the def2-TZVPD basis

XYZ file:
```
18
Properties=species:S:1:pos:R:3:forces:R:3
O -2.8517 -1.0835 0.4228 1.0 0.6 -0.1
C -1.7108 -1.4497 0.1677 -3.6 -2.3 0.9
C -0.7995 -0.8702 -0.7393 2.9 2.0 -2.4
C 0.3561 -0.2504 0.1551 0.6 1.0 -1.0
C 1.7964 0.0490 -0.5582 -3.0 0.9 -1.0
O 2.5665 0.7346 0.2321 1.6 1.8 1.7
N -1.5241 0.0149 -1.7354 1.2 -1.7 0.1
H -1.4939 -2.4493 0.5608 1.0 -0.1 0.4
H -0.1835 -1.6002 -1.4007 -1.5 0.5 1.2
H 0.6518 -0.9479 0.9284 -0.3 -0.3 0.4
H 0.0470 0.7070 0.6416 0.1 -0.8 -0.4
H 2.3022 -0.8638 -0.7352 0.0 -1.9 -1.0
H 1.5690 0.5961 -1.5729 0.1 -0.8 0.8
H -0.8287 0.0733 -2.4604 0.0 0.4 -0.5
H -1.7178 0.9531 -1.4631 0.0 0.6 0.9
H 1.8483 2.9100 1.7354 0.2 1.2 0.2
H 1.9785 1.5015 1.1880 -1.0 -0.1 0.4
O 1.3654 2.1169 1.9168 0.7 -1.0 -0.6
```
Forces are in eV/Å.

Summary:
**Frontier orbital gap**: 7.69 eV
**Net charge**: -1
**Max |F|**: 0.0850 Eh/bohr


[6]
Formula: C3H6N2S
Source: OMol25
Level of theory: the ωB97M-V functional and the def2-TZVPD basis

XYZ file:
```
12
Properties=species:S:1:pos:R:3:forces:R:3
C -1.5321 -0.2284 -0.0050 0.3 -1.3 -0.7
C -0.6236 0.7146 0.1254 2.5 -0.3 0.4
C 0.8237 0.3729 0.0408 -2.6 0.1 0.0
H -3.3595 0.7763 0.2190 1.0 -0.9 -0.4
H -3.4107 -0.8350 -0.3015 -0.6 -0.9 -0.1
H -1.2322 -1.2629 -0.1752 0.3 0.3 0.0
H -0.8505 1.7089 0.3854 -0.5 1.2 0.0
H 2.5695 1.2340 -0.1866 1.2 0.2 -0.2
H 1.1955 2.3193 -0.2742 0.4 0.1 0.0
N -2.8398 -0.0750 -0.0627 -2.5 2.0 0.8
N 1.6116 1.4265 -0.0735 -0.4 0.8 0.2
S 1.3548 -1.1597 0.0199 1.0 -1.3 0.1
```
Forces are in eV/Å.

Summary:
**Frontier orbital gap**: 8.68 eV
**Structure (SMILES)**: N/C=C/C(N)=S
**Max |F|**: 0.0636 Eh/bohr


Asked for ΔE to the lowest compared entry with this formula, charge and spin across the records above, the calculation gives 0.7965; 5.5813; 2.8359; 0.0000; 3.5688; 0.6344 eV in order.
Asked for calculated total energy across the records above, the calculation gives -297649.7542; -9828.3249; -17450.1274; -152665.5745; -11941.8280; -17023.4066 eV in order.